The following is a quantum chemistry calculation of one molecule with the formula C5H10N4, from the OMol25 dataset.

Structure (XYZ):
```
19
Properties=species:S:1:pos:R:3:forces:R:3
C -2.067 -0.360 1.069 -0.8 -0.6 1.1
C -0.050 -0.495 1.675 2.2 0.6 2.0
C 1.223 0.104 -3.066 -0.3 0.8 0.6
C 0.465 0.660 2.731 -4.4 -0.6 0.7
C 0.146 -0.076 -2.060 -0.9 -0.1 2.4
N -1.365 -0.707 2.051 -0.2 -0.7 2.9
N -1.432 -0.182 -0.081 -1.3 1.0 -2.1
N -0.202 -0.354 0.219 3.4 0.6 -4.2
N 0.700 -0.439 -0.745 -0.5 0.5 2.8
H -3.086 -0.263 1.248 -1.8 0.2 -0.6
H 0.680 -1.253 1.877 0.0 -1.0 -0.2
H 0.969 0.626 -3.929 -1.3 0.7 -1.6
H 2.018 0.698 -2.744 1.1 1.3 1.4
H 1.772 -0.707 -3.391 0.5 -2.6 -0.5
H -0.410 1.407 2.871 1.4 -1.1 -0.5
H 0.490 0.162 3.763 0.3 0.4 -1.8
H 1.316 1.196 2.514 2.1 0.8 -0.7
H -0.514 0.766 -1.762 0.6 0.5 -1.0
H -0.654 -0.786 -2.241 0.0 -0.6 -0.8
```
Forces are in eV/Å.

relative energy (zero: lowest compared OMol25 entry of this formula, charge and spin)	424.5	kJ/mol
E_HOMO (alpha / beta)	-8.40 / -8.40	eV

These are the natural (NBO) partial charges, in e, on atoms 1 to 2: number 1, C, carries 0.217; number 2, C, carries 0.052

The following is a quantum chemistry calculation of one molecule with the formula C5H10N4, from the OMol25 dataset.

Structure (XYZ):
```
19
Properties=species:S:1:pos:R:3:forces:R:3
C -2.536 1.225 0.102 2.0 1.0 0.7
C -1.106 0.632 -0.019 -1.4 1.9 0.7
N -0.011 1.497 0.279 -2.0 -1.8 -0.7
C 0.999 0.702 0.160 4.0 1.9 1.2
C 2.418 1.179 0.513 1.3 -2.6 -1.3
N 0.769 -0.558 -0.176 -3.4 -0.5 -0.8
N 1.685 -1.602 -0.418 -0.3 -0.2 0.9
C -0.712 -0.626 -0.335 2.8 0.1 1.1
N -1.251 -1.847 -0.694 0.0 -1.4 0.2
H -2.791 1.732 -0.806 -0.3 0.1 -0.8
H -3.231 0.436 0.283 -0.7 -0.4 0.3
H -2.592 2.082 0.876 0.3 -1.8 -0.9
H 2.546 2.220 0.526 -0.5 1.6 -0.6
H 2.723 0.962 1.576 -0.2 -0.7 -1.1
H 3.181 0.742 -0.329 -1.6 0.9 2.4
H 1.082 -2.358 -0.794 0.8 0.4 0.3
H 2.068 -1.868 0.521 -0.6 -0.1 -1.2
H -2.139 -1.858 -1.164 0.1 0.1 0.0
H -1.101 -2.693 -0.101 -0.3 1.5 -0.4
```
Forces are in eV/Å.

SMILES	Cc1nc(C)n(N)c1N
relative energy (zero: lowest compared OMol25 entry of this formula, charge and spin)	184.1	kJ/mol
E_HOMO	-7.83	eV

These are the natural (NBO) partial charges, in e, on atoms 1 to 2: number 1, C, carries -0.632; number 2, C, carries 0.065

The following is a quantum chemistry calculation of an isolated ion of composition C5H10N4O and charge +2, from the OMol25 dataset.

Structure (XYZ):
```
20
Properties=species:S:1:pos:R:3:forces:R:3
C -0.148 -0.943 1.676 -0.3 -0.1 0.0
C -0.149 0.011 0.483 0.9 -0.1 1.0
C 0.757 1.250 0.712 0.1 0.1 0.0
N -1.473 0.588 0.257 -1.7 0.5 -1.6
O -2.184 0.957 1.116 1.0 -0.5 -0.1
C 0.283 -0.636 -0.827 0.1 0.0 0.9
N 1.271 -1.460 -0.894 0.0 -0.1 -0.1
N -0.397 -0.280 -1.924 -1.0 0.5 -1.1
C -1.391 0.387 -2.143 1.7 -1.1 1.5
N -2.292 0.960 -2.796 -1.1 0.7 -0.6
H -0.687 -1.863 1.459 0.0 -0.1 0.0
H -0.664 -0.445 2.498 0.1 0.0 0.0
H 0.854 -1.180 2.020 0.2 0.0 0.0
H 1.797 0.949 0.820 0.0 -0.1 0.0
H 0.446 1.746 1.632 -0.1 -0.1 0.0
H 0.684 1.963 -0.106 0.0 0.1 -0.1
H 1.785 -1.752 -0.064 -0.2 0.1 0.0
H 1.580 -1.874 -1.774 -0.1 0.1 0.0
H -2.296 1.007 -3.824 0.2 -0.2 0.2
H -3.099 1.395 -2.339 0.2 -0.1 0.1
```
Forces are in eV/Å.

SMILES	CC(C)(N=O)C(=[NH2+])N=C=[NH2+]
relative energy (zero: lowest compared OMol25 entry of this formula, charge and spin)	430.9	kJ/mol
E_HOMO	-18.07	eV
total charge	+2

These are the natural (NBO) partial charges, in e, on atoms 1 to 2: number 1, C, carries -0.636; number 2, C, carries -0.063

The following is a quantum chemistry calculation of an isolated ion of composition C5H10N4O2 and charge +2, from the OMol25 dataset.

Structure (XYZ):
```
21
Properties=species:S:1:pos:R:3:forces:R:3
C -2.573 2.061 0.376 -4.3 -4.3 1.6
C 0.490 1.068 -0.314 0.8 -0.3 1.4
C -3.226 0.877 0.757 1.5 2.5 0.0
C 0.712 -1.355 -0.979 2.9 -1.7 -0.1
C 1.523 -2.367 -0.103 -0.1 -0.2 2.1
N -1.401 2.179 -0.096 5.4 0.0 -1.7
N -3.879 0.100 1.277 -1.2 -0.9 0.6
N 1.097 2.085 0.329 -3.3 1.4 -2.0
N 1.046 -0.051 -0.564 3.3 1.0 0.6
O -0.832 1.030 -0.468 -1.3 1.1 -0.9
O 2.739 -1.732 0.321 0.1 -0.6 -0.9
H -3.136 2.884 0.471 -2.2 3.1 0.1
H 1.154 -1.514 -1.964 -0.4 0.3 -0.3
H -0.274 -1.572 -0.951 -3.2 -0.5 -0.1
H 1.749 -3.237 -0.674 0.1 -0.5 -0.8
H 1.016 -2.815 0.817 0.2 1.2 -1.1
H 0.841 3.039 -0.028 0.2 -1.1 0.8
H 2.044 1.972 0.430 2.9 -0.2 0.5
H 3.474 -2.260 -0.056 -0.3 0.6 0.5
H -4.642 -0.362 1.744 0.0 -0.6 0.0
H 2.078 -0.030 -0.325 -0.9 -0.5 -0.3
```
Forces are in eV/Å.

2S+1	3
relative energy (zero: lowest compared OMol25 entry of this formula, charge and spin)	23.4	kJ/mol
E_HOMO (alpha / beta)	-16.46 / -17.64	eV
total charge	+2

These are the natural (NBO) partial charges, in e, on atoms 1 to 2: number 1, C, carries -0.044; number 2, C, carries 0.765

The following is a quantum chemistry calculation of an isolated ion of composition C5H10N5 and charge +1, from the OMol25 dataset.

Structure (XYZ):
```
20
Properties=species:S:1:pos:R:3:forces:R:3
C -3.277 0.444 0.101 3.3 -0.1 0.9
C -2.815 -0.750 -0.261 1.0 -1.0 -1.0
C -0.448 0.678 -0.250 -0.8 0.2 1.7
C 1.858 0.027 -0.237 -0.5 0.9 1.1
C 3.223 0.404 0.096 1.5 0.8 -0.9
N -2.559 1.488 0.523 -2.1 1.1 -0.4
N -1.232 1.536 0.399 2.0 0.3 -0.5
N -2.402 -1.959 -0.207 0.1 -0.5 -0.3
N 1.541 -1.199 -0.519 -0.8 -2.9 -1.5
N 0.919 0.947 0.002 -0.2 1.5 0.0
H -4.302 0.554 0.088 -2.2 0.4 0.1
H 3.777 1.060 -0.603 -0.5 -0.8 -0.4
H 3.182 1.062 0.895 -0.5 1.4 1.9
H 3.875 -0.339 0.490 0.3 -1.2 -0.3
H -0.912 2.495 0.784 -0.3 -2.0 -0.6
H -2.368 -2.438 0.746 0.2 0.3 -2.0
H -2.060 -2.445 -1.122 -1.0 0.7 2.4
H 2.251 -1.956 -0.703 -1.0 1.6 0.3
H 0.538 -1.459 -0.720 1.5 0.8 0.4
H 1.209 1.850 0.498 -0.2 -1.6 -1.0
```
Forces are in eV/Å.

relative energy (zero: lowest compared OMol25 entry of this formula, charge and spin)	428.7	kJ/mol
E_HOMO	-10.68	eV
total charge	+1

These are the natural (NBO) partial charges, in e, on atoms 1 to 2: number 1, C, carries -0.061; number 2, C, carries 0.303

The following is a quantum chemistry calculation of an isolated ion of composition C5H10NO and charge -1, from the OMol25 dataset.

Structure (XYZ):
```
17
Properties=species:S:1:pos:R:3:forces:R:3
N -0.902 -2.529 1.226 -0.8 0.9 0.2
C -0.820 -1.105 0.922 1.8 -0.2 -0.1
C -1.202 -0.493 -0.184 0.1 0.1 -0.4
C -0.681 0.829 -0.670 -0.4 -0.4 -0.6
C 0.453 1.524 0.080 -1.2 0.5 -0.4
C 1.802 0.870 -0.301 0.0 -0.9 -0.6
O 1.998 0.945 -1.639 0.1 0.2 0.1
H -0.177 -2.982 0.680 -0.2 -0.2 0.0
H -1.818 -2.822 0.904 0.2 -0.5 -0.1
H -0.038 -0.582 1.470 -0.3 -0.2 0.4
H -1.820 -1.013 -0.910 -0.2 -0.2 0.0
H -1.567 1.418 -0.933 0.1 0.6 0.4
H -0.221 0.668 -1.659 0.0 -0.3 0.0
H 0.493 2.492 -0.429 0.2 0.3 0.4
H 0.136 1.677 1.123 0.6 -0.1 0.1
H 2.624 1.313 0.302 -0.1 0.2 0.2
H 1.739 -0.207 0.019 0.1 0.1 0.3
```
Forces are in eV/Å.

SMILES	N/C=C/CCC[O-]
relative energy (zero: lowest compared OMol25 entry of this formula, charge and spin)	94.1	kJ/mol
E_HOMO	-2.25	eV
total charge	-1

These are the natural (NBO) partial charges, in e, on atoms 1 to 2: number 1, N, carries -0.862; number 2, C, carries -0.082